{"formula": "C29H41AuN4O4STe", "method": "ωB97M-V/def2-TZVPD", "total_charge": 1, "multiplicity": 2, "gap_ha": [0.278, 0.260], "homo_energy_ev": [-10.27, -10.96], "e_above_lowest_kj_mol": 77.4, "symbols": ["Au", "C", "N", "C", "C", "O", "C", "O", "C", "C", "O", "N", "C", "C", "H", "H", "H", "H", "H", "H", "H", "H", "H", "H", "H", "H", "H", "H", "H", "H", "S", "C", "N", "C", "C", "O", "N", "Te", "C", "C", "C", "C", "C", "C", "C", "C", "C", "C", "C", "C", "C", "C", "C", "C", "C", "C", "H", "H", "H", "H", "H", "H", "H", "H", "H", "H", "H", "H", "H", "H", "H", "H", "H", "H", "H", "H", "H", "H", "H", "H", "H"], "coordinates": [[0.609, 0.749, -0.877], [3.978, 4.915, -2.160], [3.022, 4.263, -1.277], [2.400, 5.130, -0.281], [2.733, 2.969, -1.320], [1.934, 2.456, -0.514], [3.414, 2.096, -2.368], [3.002, 0.799, -2.067], [3.467, -0.243, -2.874], [2.827, -1.500, -2.281], [2.064, -1.387, -1.326], [3.125, -2.674, -2.858], [2.574, -3.905, -2.310], [4.113, -2.812, -3.916], [3.515, 5.803, -2.589], [4.280, 4.267, -2.977], [4.864, 5.219, -1.601], [1.839, 5.916, -0.787], [3.173, 5.586, 0.337], [1.729, 4.548, 0.339], [4.502, 2.195, -2.287], [3.109, 2.402, -3.378], [4.560, -0.318, -2.840], [3.161, -0.108, -3.919], [1.855, -3.654, -1.537], [3.369, -4.518, -1.880], [2.081, -4.470, -3.101], [4.106, -1.954, -4.584], [3.863, -3.689, -4.510], [5.120, -2.946, -3.513], [-1.246, 2.184, -0.238], [-1.598, 2.429, -1.866], [-1.848, 2.590, -2.984], [-0.443, -0.658, -3.547], [-1.230, -1.172, -2.368], [-2.174, -1.931, -2.509], [-0.816, -0.739, -1.116], [-2.208, -1.181, 0.264], [-3.508, 0.129, 1.366], [-3.715, -0.122, 2.728], [-3.019, -1.173, 3.556], [-4.712, 0.619, 3.360], [-5.518, 1.523, 2.685], [-6.574, 2.315, 3.402], [-5.364, 1.630, 1.310], [-4.377, 0.933, 0.624], [-4.368, 1.019, -0.877], [-0.596, -1.589, 1.586], [-0.103, -2.894, 1.459], [-0.646, -3.940, 0.514], [0.951, -3.288, 2.280], [1.528, -2.430, 3.200], [2.656, -2.875, 4.087], [1.036, -1.133, 3.278], [-0.013, -0.683, 2.487], [-0.404, 0.764, 2.640], [-0.698, -1.250, -4.423], [0.628, -0.704, -3.361], [-0.727, 0.382, -3.721], [-2.820, -2.090, 3.001], [-3.659, -1.438, 4.395], [-2.069, -0.825, 3.960], [-4.878, 0.449, 4.418], [-6.621, 2.051, 4.457], [-7.556, 2.142, 2.962], [-6.367, 3.384, 3.329], [-6.043, 2.257, 0.743], [-5.390, 1.116, -1.241], [-3.945, 0.130, -1.360], [-3.819, 1.882, -1.238], [-1.201, -3.547, -0.337], [-1.302, -4.633, 1.045], [0.180, -4.525, 0.109], [1.324, -4.302, 2.191], [2.922, -3.914, 3.900], [2.384, -2.778, 5.138], [3.543, -2.261, 3.922], [1.485, -0.440, 3.980], [-0.121, 1.120, 3.631], [-1.467, 0.948, 2.510], [0.137, 1.383, 1.921]], "forces_ev_per_a": [[0.017, -0.364, 0.183], [-0.006, 0.001, -0.005], [0.022, 0.001, 0.014], [-0.008, 0.002, -0.008], [-0.032, 0.015, -0.016], [0.036, 0.009, -0.011], [0.025, -0.008, 0.019], [-0.044, 0.003, -0.020], [0.014, -0.009, 0.012], [0.013, 0.032, 0.013], [-0.012, -0.099, 0.002], [0.002, -0.001, -0.006], [0.018, -0.001, 0.007], [-0.003, -0.002, 0.003], [0.000, 0.001, 0.001], [-0.002, 0.000, -0.001], [0.000, -0.001, 0.000], [0.002, 0.002, 0.000], [0.000, -0.002, 0.002], [-0.006, 0.001, -0.004], [0.000, 0.003, -0.011], [-0.009, 0.001, 0.002], [0.001, 0.005, -0.004], [0.000, -0.002, 0.000], [-0.002, 0.001, -0.004], [-0.001, 0.000, 0.002], [0.000, -0.001, 0.001], [0.007, 0.004, 0.004], [-0.004, 0.004, -0.005], [0.000, -0.007, -0.002], [0.008, 0.495, -0.092], [0.041, 0.179, 0.002], [0.033, -0.034, -0.006], [0.024, -0.081, -0.003], [0.084, 0.078, 0.118], [-0.131, 0.086, -0.016], [-0.345, 0.732, -0.414], [0.230, -1.292, 0.649], [0.083, 0.141, -0.335], [-0.080, 0.053, 0.014], [0.019, 0.007, -0.015], [0.008, -0.008, 0.010], [0.007, -0.011, 0.004], [-0.002, -0.005, 0.004], [0.038, 0.045, -0.018], [-0.088, -0.044, 0.009], [-0.002, -0.024, 0.005], [-0.100, 0.025, 0.069], [-0.044, -0.018, 0.028], [0.015, 0.010, -0.016], [0.038, 0.014, -0.027], [-0.001, -0.009, -0.009], [0.000, 0.000, 0.000], [0.020, 0.014, -0.020], [0.061, 0.030, -0.039], [0.010, -0.004, 0.006], [0.002, 0.002, -0.001], [0.001, 0.015, 0.005], [0.003, 0.000, -0.010], [-0.003, -0.001, -0.004], [0.005, 0.000, 0.005], [-0.001, -0.008, 0.004], [-0.006, 0.004, 0.000], [-0.001, -0.002, -0.001], [0.001, 0.003, -0.003], [0.002, 0.000, 0.000], [0.003, 0.006, 0.004], [-0.002, -0.062, -0.009], [0.028, 0.027, -0.003], [-0.005, 0.033, -0.018], [0.045, 0.000, -0.024], [-0.033, 0.023, -0.010], [-0.003, -0.024, 0.030], [0.002, 0.001, -0.002], [0.000, 0.000, 0.000], [-0.001, 0.001, 0.000], [-0.001, 0.000, 0.000], [-0.002, -0.002, 0.004], [-0.026, -0.007, 0.009], [0.019, 0.019, -0.062], [0.022, 0.002, 0.013]], "lowdin_spin": [0.433, 0.001, 0.004, 0.000, 0.004, 0.023, 0.000, 0.006, 0.000, 0.003, 0.032, 0.002, 0.000, 0.000, 0.000, 0.000, 0.000, 0.000, 0.000, 0.000, 0.000, 0.000, 0.000, 0.000, 0.000, 0.000, 0.000, 0.000, 0.000, 0.000, 0.269, 0.027, 0.044, 0.002, 0.007, 0.020, 0.107, 0.008, -0.001, 0.000, 0.000, 0.000, 0.001, 0.000, 0.000, 0.002, 0.002, 0.000, 0.000, 0.000, 0.000, 0.000, 0.000, 0.000, -0.001, 0.000, 0.000, 0.000, 0.001, 0.000, 0.000, 0.000, 0.000, 0.000, 0.000, 0.000, 0.000, 0.000, 0.000, 0.002, 0.000, 0.000, 0.000, 0.000, 0.000, 0.000, 0.000, 0.000, 0.000, 0.000, -0.001]}